(1)
ORCA calculation (ωB97M-V/def2-TZVPD) on the molecule C4H8O3S.

```
16
Properties=species:S:1:pos:R:3:forces:R:3
S 2.2373 -0.3294 0.0866 -1.3951 -0.3262 -0.2670
O 3.1731 0.0696 -0.9512 -0.4590 0.0146 0.2161
O 2.7696 0.5234 1.3921 1.0544 0.2287 -1.9928
O 0.7709 0.4132 -0.3188 2.9273 0.1373 -0.3289
C -0.9979 -1.2333 -0.2211 -0.6426 0.4514 -0.1868
C -0.3605 0.0045 0.4143 -0.0565 -1.6620 -0.0960
C -1.2252 1.1820 0.4696 2.0894 2.9747 2.5552
C -1.4951 -1.3219 -1.4704 2.8646 3.4791 2.4289
H -1.1041 -1.9927 0.5249 -0.3268 -0.8383 0.0078
H -1.2230 -0.4070 -2.0601 -0.8732 -1.3151 -0.1818
H -0.0828 -0.2181 1.4472 0.1878 -0.2948 0.0016
H 3.5870 0.8373 0.8747 -0.9940 0.2426 1.5390
H -0.4853 2.0597 0.7869 -1.7279 -1.5856 -0.4459
H -1.6048 1.4732 -0.4393 -1.0370 0.4493 -2.2342
H -1.9644 -2.1854 -1.7501 -1.1429 -1.7770 -1.2899
H -1.9948 1.1248 1.2148 -0.4685 -0.1788 0.2749
```
Forces are in eV/Å.

Summary:
E_HOMO: -10.096 eV

---

(2)
ORCA calculation (ωB97M-V/def2-TZVPD) on a structure of composition C4H8O3Tm.

```
16
Properties=species:S:1:pos:R:3:forces:R:3
Tm -3.5578 -0.0613 0.9912 -0.1490 -0.2893 0.0438
O -0.6187 -1.6099 0.6518 -2.1433 -0.3564 -0.7263
O -2.0222 1.1023 -0.3662 1.5863 2.7928 -0.6532
O -1.2642 -0.7842 1.4423 -0.3794 0.7105 1.2065
C 1.7175 -1.6351 0.6065 0.7219 2.0186 -0.7226
C 0.0471 1.9096 -1.0073 1.8413 0.3735 -2.9957
C -1.2037 2.0902 -0.4090 -3.8345 -3.9714 3.9926
C 0.4694 -1.2541 -0.1220 2.1920 -0.5302 -0.7775
H 0.3356 -1.7474 -1.0956 -0.0774 0.3701 -0.0017
H 1.7915 -1.0851 1.5515 0.1770 -0.3487 0.0268
H 0.0369 1.6253 -2.0619 0.2016 -0.5212 -0.0177
H 0.7900 2.6838 -0.7971 0.8052 -0.8114 0.6861
H 2.5660 -1.3810 -0.0444 0.0368 -0.1519 0.3209
H 1.7366 -2.7195 0.7791 -0.3524 -0.0661 -0.0357
H -1.3172 2.8108 0.4119 -0.2816 0.9853 -0.8865
H 0.4932 0.0556 -0.5308 -0.3443 -0.2043 0.5402
```
Forces are in eV/Å.

Summary:
E_HOMO (spin up / spin down): -22.630 / -21.443 eV
<S²>: 2.042
Total charge: +3
Spin multiplicity: 3

---

(3)
ORCA calculation (ωB97M-V/def2-TZVPD) on a cluster of 2 separate species, C4H8O4 in total.

```
16
Properties=species:S:1:pos:R:3:forces:R:3
O 1.1350 -1.1177 0.0059 -1.1285 -1.3720 -0.5697
O -1.1196 -1.1926 -1.8599 -0.8870 -0.1158 0.2550
O -3.1397 -0.0923 -1.3534 3.6123 -1.7542 0.4182
O 0.4193 -0.9000 2.0612 -3.4937 -1.8093 3.7336
C -1.1111 0.7860 -0.4915 0.8330 -0.2446 0.9447
C 1.0293 -0.4932 1.1741 4.4722 2.1196 -0.9877
C -1.9136 -0.2792 -1.1869 -3.1576 1.6098 -2.2114
C 1.9731 0.6909 1.2808 0.2573 0.5267 -1.3842
H -1.6176 1.1068 0.4343 0.0584 -0.1555 -0.5323
H -0.1056 0.4143 -0.2318 -0.9940 0.7249 -0.6508
H 2.3433 0.8011 0.2477 0.2302 0.4473 0.5261
H 0.3801 -1.7638 0.0749 1.0537 0.2519 -0.6287
H -1.5683 -1.7846 -2.5234 -0.0927 1.0926 1.1643
H 1.4609 1.6233 1.5724 0.0579 -0.5637 -0.0184
H -1.0024 1.6610 -1.1543 -0.2012 -0.4797 0.1171
H 2.8369 0.5400 1.9499 -0.6204 -0.2780 -0.1756
```
Forces are in eV/Å.

Summary:
E_HOMO: -10.600 eV
SMILES: CC(=O)O.CC(=O)O

---

(4)
ORCA calculation (ωB97M-V/def2-TZVPD) on a cluster of 2 separate species, C4H8O4 in total.

```
16
Properties=species:S:1:pos:R:3:forces:R:3
O -2.4444 0.3442 -2.1301 0.4601 0.3723 -0.3820
O -1.1015 1.7876 0.6621 -0.0079 -0.1826 0.0250
O 1.0090 2.3587 0.1580 0.1938 -0.0086 0.0392
O 1.6336 -2.8057 1.6255 -0.1532 0.1525 -0.6316
C 1.2703 -0.5917 0.8094 -0.2283 -0.4060 -0.0844
C 0.1549 1.5222 0.2123 -0.6941 0.0906 -0.0866
C 0.2919 0.0739 -0.1697 0.9264 0.0398 -0.1129
C 1.3474 -2.1015 0.6869 -0.0361 0.1745 0.6227
H 1.0410 -0.3636 1.8491 0.0621 0.0356 0.0435
H 0.7511 0.0364 -1.1600 -0.2116 0.0804 -0.0577
H 1.1280 -2.5237 -0.3148 0.0712 -0.0913 0.0298
H 2.2696 -0.2270 0.5831 0.2003 0.1828 0.1414
H -2.6786 -0.5839 -2.1733 -0.3125 0.0273 0.3313
H -1.1473 2.7077 0.9581 0.2005 0.0681 -0.0873
H -2.8561 0.7729 -1.3747 -0.1312 -0.3970 0.0754
H -0.6690 -0.4064 -0.2220 -0.3392 -0.1382 0.1342
```
Forces are in eV/Å.

Summary:
E_HOMO: -10.097 eV
SMILES: O=CCCC(=O)O.O

---

F_max, respectively: 5.12, 6.81, 5.42, 0.93 eV Å⁻¹.